No. 1
{"formula": "C3H8N2O2", "method": "ωB97M-V/def2-TZVPD", "species": ["N", "C", "C", "N", "C", "O", "H", "H", "H", "H", "H", "H", "O", "H", "H"], "xyz": [[-0.428183, 0.364682, 2.450223], [-0.606756, -0.257812, 1.257332], [0.335853, -0.322155, 0.277209], [1.620943, 0.245966, 0.473397], [0.022407, -0.997841, -0.948102], [-1.118789, -1.342686, -1.300345], [0.522612, 0.580448, 2.707311], [-1.068549, 0.168732, 3.198349], [-1.564586, -0.722674, 1.081044], [1.574036, 1.255361, 0.567203], [2.262575, 0.007094, -0.274897], [0.879423, -1.118817, -1.637200], [-0.694811, 1.062614, -2.460122], [-1.333686, 0.343105, -2.079354], [-0.402489, 0.733984, -3.312050]], "forces_ev_per_angstrom": [[0.1261, 0.0222, -0.1293], [0.3730, -0.1919, -0.3557], [-0.3926, 0.0021, 0.6833], [0.1816, 0.0039, 0.2159], [-1.4243, -0.0426, -0.4971], [1.3236, -0.2097, 0.5143], [-0.0079, -0.0014, 0.0830], [0.0455, 0.0090, -0.0059], [-0.0927, 0.0543, -0.0836], [0.0684, -0.0647, -0.2073], [-0.1049, 0.1335, 0.1301], [-0.0362, -0.2152, 0.0169], [-1.6104, -1.0989, 1.0642], [1.7140, 1.7890, -1.2997], [-0.1632, -0.1898, -0.1293]], "lumo_energy_ev": 0.7, "molar_mass_g_mol": 104.11, "energy_ha": -379.0765, "homo_ev": -8.0, "multiplicity": 1, "fmax_ha_per_bohr": 0.0544, "smiles": "N/C=C(\\N)C=O.O", "homo_lumo_gap_ev": 8.66}


No. 2
{"formula": "C3H8N2O2", "method": "ωB97M-V/def2-TZVPD", "species": ["H", "O", "N", "H", "C", "C", "C", "N", "H", "H", "H", "H", "O", "H", "H"], "xyz": [[0.891910, -0.120062, 0.574409], [1.880010, -0.027867, 1.114973], [-0.424938, -0.261492, 0.231880], [1.613622, -0.097943, 2.033734], [-0.933257, 0.267625, -1.012525], [-1.418783, -0.914786, 0.762436], [-2.274296, 0.103321, -1.034740], [-2.606551, -0.785216, 0.036293], [-3.392252, -0.453279, 0.584803], [-1.330864, -1.475618, 1.658843], [-3.015964, 0.248723, -1.795135], [-0.235108, 0.833801, -1.618241], [3.692419, 1.030924, -0.809246], [3.963335, 0.124673, -0.713183], [3.590718, 1.527193, -0.014300]], "forces_ev_per_angstrom": [[2.6868, 0.0928, 1.8539], [-1.2860, -0.0854, -0.9829], [-2.3778, -0.7724, -2.6216], [0.0489, -0.0056, 0.1873], [0.3288, 0.5440, 1.9836], [-0.1093, 1.2405, -0.9899], [0.4992, -1.6931, 0.1213], [1.2084, 1.4833, 0.2272], [-0.3664, -0.7530, 0.0064], [-0.1772, -0.2973, 0.6403], [-0.0387, 0.4331, -0.1152], [-0.3752, -0.2026, -0.1242], [0.1752, 0.6649, -2.3231], [-0.1042, -0.1389, 0.9820], [-0.1125, -0.5102, 1.1548]], "lumo_energy_ev": 0.6, "molar_mass_g_mol": 104.11, "energy_ha": -379.0596, "homo_ev": -9.4, "multiplicity": 1, "fmax_ha_per_bohr": 0.0704, "homo_lumo_gap_ev": 9.95}


No. 3
{"formula": "C3H8N2O2", "method": "ωB97M-V/def2-TZVPD", "species": ["N", "C", "O", "N", "C", "C", "O", "H", "H", "H", "H", "H", "H", "H", "H"], "xyz": [[2.052718, 0.499865, -1.315071], [0.703727, 0.513438, -1.033739], [0.033583, 1.539874, -1.120791], [0.157213, -0.703401, -0.713855], [-1.119782, -0.737280, -0.020283], [-1.007267, -0.264657, 1.428776], [-0.405027, 1.001218, 1.547332], [2.449998, 1.427511, -1.337774], [2.630492, -0.188136, -0.854547], [0.784093, -1.476948, -0.553079], [-1.510828, -1.759687, -0.056549], [-1.814047, -0.098446, -0.574430], [-0.382844, -0.969631, 1.996099], [-2.010353, -0.279469, 1.884120], [-0.561669, 1.495744, 0.723792]], "forces_ev_per_angstrom": [[0.0464, 0.0732, 0.0613], [-0.1110, 0.1000, -0.0739], [0.2168, -0.3637, -0.0478], [0.1420, 0.0702, 0.0498], [-0.1333, 0.0584, -0.0046], [-0.1300, -0.3531, 0.0496], [-0.0746, 0.1516, -0.0529], [-0.0344, -0.1022, -0.0625], [-0.1069, 0.0732, -0.0853], [-0.0252, 0.1322, -0.0058], [0.0585, 0.1568, 0.0264], [0.0798, -0.0644, 0.0781], [-0.0976, 0.0859, -0.0615], [0.1055, 0.0230, -0.0831], [0.0639, -0.0408, 0.2122]], "lumo_energy_ev": 0.7, "molar_mass_g_mol": 104.11, "energy_ha": -379.1303, "homo_ev": -9.7, "multiplicity": 1, "fmax_ha_per_bohr": 0.0083, "smiles": "NC(=O)NCCO", "homo_lumo_gap_ev": 10.40}